(1)
{"formula": "C21H32N4O5S2", "method": "ωB97M-V/def2-TZVPD", "elements": ["C", "H", "H", "H", "C", "N", "C", "H", "H", "C", "H", "C", "N", "C", "O", "C", "N", "C", "O", "C", "H", "H", "S", "C", "C", "C", "C", "C", "C", "H", "S", "O", "O", "N", "C", "H", "C", "O", "C", "H", "C", "H", "H", "H", "H", "H", "H", "H", "H", "H", "H", "H", "H", "H", "H", "C", "C", "H", "H", "H", "H", "H", "H", "H"], "positions_angstrom": [[4.5693, 3.2732, -0.5025], [4.9070, 2.5254, 0.2100], [5.2248, 3.2329, -1.3689], [4.6515, 4.2562, -0.0470], [3.1314, 3.0268, -0.9426], [2.1606, 3.3523, 0.0898], [2.3195, 2.6211, 1.3296], [3.2946, 2.8728, 1.7520], [1.5563, 2.9860, 2.0222], [2.1939, 1.0937, 1.2071], [1.2777, 0.8566, 0.6597], [2.1375, 0.3916, 2.5640], [1.9980, -1.0355, 2.3629], [0.7934, -1.6271, 2.2519], [-0.2526, -1.1380, 2.6228], [0.8731, -2.9698, 1.5173], [1.2575, -2.6808, 0.1388], [2.5283, -3.0151, -0.2354], [3.3368, -3.4689, 0.5484], [2.8539, -2.7677, -1.6862], [3.8907, -3.0309, -1.8834], [2.1851, -3.3084, -2.3574], [2.6500, -0.9884, -1.9794], [0.9335, -0.9630, -1.5806], [0.1047, -0.0708, -2.2518], [-1.2494, -0.0343, -1.9797], [-1.7577, -0.9056, -1.0349], [-0.9514, -1.8048, -0.3707], [0.4187, -1.8476, -0.6189], [-1.4267, -2.4653, 0.3336], [-3.5151, -0.8992, -0.6388], [-4.2371, -0.5779, -1.8344], [-3.7874, -2.1310, 0.0374], [-3.7887, 0.3259, 0.4338], [-3.1115, 0.2900, 1.7098], [-2.8103, -0.7354, 1.9136], [-1.8934, 1.2157, 1.7010], [-2.2449, 2.5274, 1.3145], [-2.8156, 2.5453, 0.0247], [-3.0724, 3.5866, -0.1775], [-4.0634, 1.6590, -0.0469], [-4.4283, 1.5666, -1.0692], [-4.8504, 2.0894, 0.5827], [-2.0707, 2.2047, -0.7107], [-1.4658, 1.2876, 2.7002], [-1.1331, 0.8170, 1.0131], [-3.8153, 0.6208, 2.4811], [-1.9141, 0.6298, -2.5080], [0.5419, 0.5842, -2.9896], [-0.0852, -3.4869, 1.5561], [1.6515, -3.6074, 1.9423], [2.8058, -1.5223, 2.0002], [1.2671, 0.7277, 3.1305], [3.0432, 0.5856, 3.1424], [3.0390, 0.7001, 0.6372], [0.7987, 3.3468, -0.4191], [0.4803, 4.6273, -1.1873], [1.0298, 4.6834, -2.1231], [0.7422, 5.4888, -0.5802], [-0.5827, 4.6649, -1.4121], [0.6081, 2.4727, -1.0687], [0.1199, 3.2867, 0.4341], [2.9194, 3.6825, -1.7894], [3.0238, 1.9856, -1.2999]], "nbo_charge": [-0.617, 0.198, 0.214, 0.215, -0.215, -0.455, -0.201, 0.194, 0.197, -0.442, 0.203, -0.222, -0.609, 0.674, -0.634, -0.320, -0.454, 0.681, -0.610, -0.617, 0.263, 0.242, 0.301, -0.209, -0.231, -0.143, -0.341, -0.229, 0.202, 0.260, 2.340, -0.942, -0.936, -0.678, -0.262, 0.248, -0.084, -0.532, -0.087, 0.200, -0.258, 0.244, 0.204, 0.161, 0.211, 0.168, 0.206, 0.233, 0.233, 0.226, 0.265, 0.408, 0.223, 0.200, 0.202, -0.213, -0.612, 0.198, 0.215, 0.205, 0.157, 0.210, 0.197, 0.157], "smiles": "CCN(CC)CCCNC(=O)CN1C(=O)CSc2ccc(S(=O)(=O)N3CCOCC3)cc21", "e_homo_ev": -8.396, "relative_energy_kj_mol": 0.0, "orbital_gap_ev": 8.4429}



(2)
{"formula": "C21H32N6O", "method": "ωB97M-V/def2-TZVPD", "elements": ["C", "H", "H", "H", "C", "N", "C", "C", "C", "N", "C", "H", "H", "H", "C", "N", "C", "C", "H", "H", "C", "N", "C", "C", "C", "N", "H", "H", "N", "C", "O", "C", "H", "C", "H", "H", "C", "C", "H", "C", "H", "H", "H", "H", "H", "H", "C", "C", "H", "H", "H", "H", "H", "H", "H", "H", "H", "H", "H", "H"], "positions_angstrom": [[1.9749, 2.0568, 6.2060], [2.4275, 2.2591, 7.1727], [2.1703, 1.0222, 5.9360], [0.8995, 2.1981, 6.2868], [2.5606, 2.9902, 5.1483], [2.0041, 2.7275, 3.8496], [0.8125, 3.1318, 3.3642], [0.6828, 2.5933, 2.1026], [1.8699, 1.8500, 1.9160], [2.6438, 1.9460, 2.9824], [2.2550, 1.0530, 0.7231], [3.2204, 0.5853, 0.8916], [1.5036, 0.2887, 0.5364], [2.3128, 1.6941, -0.1558], [-0.4416, 2.7386, 1.1339], [-0.9707, 1.4379, 0.7596], [-1.6321, 0.7515, 1.8549], [-1.7385, -0.7458, 1.5299], [-0.9240, -1.2991, 1.9976], [-2.6795, -1.1573, 1.8925], [-1.6740, -0.9397, 0.0138], [-2.1355, -2.2521, -0.3628], [-1.7597, -2.9740, -1.4510], [-2.5054, -4.1351, -1.4487], [-3.3204, -4.0122, -0.3170], [-3.0982, -2.8811, 0.3204], [-4.0544, -4.7009, 0.0506], [-2.4534, -4.9321, -2.1581], [-0.7920, -2.5034, -2.3215], [-0.2533, -3.1783, -3.3796], [-0.5867, -4.2912, -3.7112], [0.8114, -2.3658, -4.1025], [1.2364, -3.0269, -4.8601], [0.2161, -1.1051, -4.7669], [-0.7472, -0.8541, -4.3175], [0.0500, -1.2559, -5.8318], [1.2268, 0.0088, -4.4911], [1.7674, -0.3320, -3.1060], [1.0511, -0.0279, -2.3383], [1.9216, -1.8544, -3.1547], [2.8957, -2.1060, -3.5740], [1.8645, -2.3128, -2.1671], [2.7112, 0.1660, -2.8896], [2.0361, -0.0346, -5.2208], [0.7749, 0.9988, -4.5378], [-0.4330, -1.5790, -2.1328], [-2.5057, 0.1585, -0.6576], [-1.8384, 1.5151, -0.4008], [-1.2146, 1.8009, -1.2549], [-2.6146, 2.2925, -0.2801], [-3.5100, 0.1297, -0.2334], [-2.5949, -0.0244, -1.7301], [-0.6289, -0.8349, -0.3020], [-1.0359, 0.8951, 2.7572], [-2.6326, 1.1788, 2.0417], [-0.0693, 3.2123, 0.2183], [-1.2212, 3.3951, 1.5618], [0.1608, 3.7714, 3.9259], [3.6385, 2.8354, 5.0684], [2.3649, 4.0335, 5.4131]], "nbo_charge": [-0.611, 0.213, 0.219, 0.206, -0.206, -0.165, -0.040, -0.151, 0.135, -0.273, -0.629, 0.229, 0.221, 0.212, -0.216, -0.452, -0.235, -0.404, 0.212, 0.244, -0.034, -0.182, 0.315, -0.362, -0.039, -0.292, 0.207, 0.252, -0.634, 0.701, -0.586, -0.323, 0.238, -0.397, 0.201, 0.225, -0.403, -0.403, 0.182, -0.409, 0.218, 0.218, 0.222, 0.201, 0.213, 0.405, -0.416, -0.215, 0.191, 0.170, 0.217, 0.214, 0.200, 0.221, 0.162, 0.205, 0.172, 0.213, 0.225, 0.199], "smiles": "CCn1cc(CN2CCC(n3nccc3NC(=O)C3CCCC3)CC2)c(C)n1", "e_homo_ev": -8.279, "relative_energy_kj_mol": 21.1, "orbital_gap_ev": 8.9092}



(3)
{"formula": "C21H32N7O", "method": "ωB97M-V/def2-TZVPD", "elements": ["C", "C", "C", "N", "C", "N", "N", "C", "C", "O", "C", "C", "C", "N", "H", "H", "H", "H", "H", "H", "H", "H", "H", "H", "H", "H", "H", "H", "H", "H", "H", "N", "C", "C", "C", "C", "H", "H", "H", "H", "H", "N", "C", "C", "C", "C", "H", "H", "H", "H", "H", "N", "C", "C", "C", "C", "H", "H", "H", "H", "H"], "positions_angstrom": [[-5.9081, -1.1985, -1.4737], [-4.6482, -0.8594, -1.2475], [-3.0511, -0.5599, -1.1743], [-2.5445, -1.0783, -2.5192], [-1.1698, -0.4405, -2.5289], [-0.2102, -1.0731, -3.2395], [-1.1138, 0.7741, -1.6916], [-0.4182, 1.8951, -2.4567], [0.5040, 2.7620, -1.4085], [-0.0535, 2.5157, -0.0962], [0.9716, 2.3397, 0.9177], [1.8537, 0.9827, 0.7420], [-2.5595, 0.9908, -1.3594], [-2.9463, 1.5740, -0.0288], [-6.8620, -1.7777, -1.7636], [-2.4762, -1.1422, -0.3512], [-3.0301, -0.4069, -3.1658], [-0.3564, -1.2061, -4.2610], [0.6403, -1.4951, -2.8250], [-1.2029, 2.6197, -2.9150], [0.2308, 1.5001, -3.3206], [0.3906, 3.8798, -1.6996], [1.6177, 2.5159, -1.5173], [1.6284, 3.2740, 1.0429], [0.4039, 2.2092, 1.9254], [1.4283, 0.3957, -0.1496], [1.8509, 0.3172, 1.6876], [2.9246, 1.3468, 0.4703], [-3.0755, 1.6380, -2.1537], [-2.6691, 2.5799, -0.0641], [-2.4565, 1.1192, 0.7582], [-5.7227, 2.7966, -1.9272], [-5.8433, 4.1580, -1.8281], [-7.0016, 4.5246, -2.4723], [-7.5976, 3.3381, -2.9696], [-6.7796, 2.2953, -2.6116], [-4.9691, 2.2468, -1.5527], [-5.0983, 4.7451, -1.3116], [-7.3778, 5.5323, -2.5725], [-8.5201, 3.2571, -3.5260], [-6.8573, 1.2328, -2.7876], [4.2283, -0.8453, 5.3930], [4.5060, -2.1863, 5.3686], [3.5662, -2.7998, 4.5761], [2.6929, -1.7916, 4.1002], [3.1277, -0.5952, 4.6184], [4.7529, -0.1508, 5.9014], [5.3453, -2.5873, 5.9170], [3.5142, -3.8574, 4.3618], [1.8403, -1.9257, 3.4497], [2.7489, 0.4098, 4.5038], [6.9145, -5.2171, 0.8877], [6.6930, -4.6826, 2.1294], [5.7406, -3.7004, 2.0047], [5.3695, -3.6441, 0.6385], [6.1082, -4.5934, -0.0262], [7.5685, -5.9551, 0.6795], [7.2321, -5.0454, 2.9918], [5.3533, -3.0911, 2.8077], [4.6418, -2.9826, 0.1905], [6.1302, -4.8771, -1.0680]], "nbo_charge": [-0.179, -0.091, -0.096, -0.606, 0.791, -0.853, -0.383, -0.265, -0.083, -0.563, -0.080, -0.666, 0.086, -0.814, 0.298, 0.264, 0.388, 0.456, 0.465, 0.229, 0.239, 0.205, 0.204, 0.193, 0.202, 0.195, 0.246, 0.227, 0.221, 0.384, 0.385, -0.516, -0.090, -0.295, -0.289, -0.082, 0.402, 0.206, 0.230, 0.227, 0.207, -0.503, -0.071, -0.312, -0.304, -0.086, 0.417, 0.218, 0.233, 0.210, 0.204, -0.504, -0.075, -0.316, -0.304, -0.082, 0.415, 0.213, 0.235, 0.206, 0.208], "charge": 1, "e_homo_ev": -9.742, "relative_energy_kj_mol": 637.5, "orbital_gap_ev": 4.5908}



(4)
{"formula": "C21H32NO3", "method": "ωB97M-V/def2-TZVPD", "elements": ["C", "C", "C", "C", "O", "C", "C", "C", "C", "C", "O", "C", "C", "C", "C", "C", "C", "O", "C", "C", "C", "C", "N", "C", "C", "H", "H", "H", "H", "H", "H", "H", "H", "H", "H", "H", "H", "H", "H", "H", "H", "H", "H", "H", "H", "H", "H", "H", "H", "H", "H", "H", "H", "H", "H", "H", "H"], "positions_angstrom": [[-1.4634, -4.9179, 2.9514], [-0.1911, -3.9705, 2.8834], [0.8202, -4.3438, 1.6926], [1.8803, -3.1500, 1.6284], [2.1130, -2.6383, 0.2941], [1.2384, -1.6166, -0.0461], [1.1775, -0.2988, 0.5945], [2.1258, 0.0762, 1.7785], [2.3679, 1.6489, 1.9295], [1.3179, 2.3365, 2.9123], [0.7567, 3.5357, 2.3559], [-0.6177, 3.7199, 2.7352], [0.2107, 0.7806, 0.1251], [-0.6742, 0.4833, -0.9981], [-1.6778, 1.5653, -1.5809], [-0.9520, 2.1490, -2.8962], [-1.3422, 3.6482, -3.2097], [-0.3391, 4.5048, -2.6501], [-0.0900, 5.6742, -3.4523], [-0.6889, -0.8640, -1.6816], [-1.6154, -1.1556, -2.8240], [-1.5274, -2.4898, -3.4258], [-0.6307, -3.4648, -2.9266], [0.2374, -3.2147, -1.8797], [0.2810, -1.9008, -1.1840], [-1.3885, -5.5309, 3.8902], [-1.5804, -5.5238, 2.0158], [-2.3695, -4.2437, 3.0488], [0.3921, -3.9459, 3.8553], [-0.5196, -2.9087, 2.6840], [0.2872, -4.5143, 0.7176], [1.3503, -5.2834, 2.0407], [1.6013, -2.3748, 2.3890], [2.8664, -3.5948, 1.9668], [1.6207, -0.2428, 2.7468], [3.1158, -0.4620, 1.7460], [2.3430, 2.1429, 0.9203], [3.4033, 1.7644, 2.3452], [1.8996, 2.6592, 3.8358], [0.5536, 1.5946, 3.2788], [-0.9264, 3.1065, 3.6304], [-1.2537, 3.4441, 1.8367], [-0.8515, 4.8043, 2.9598], [0.1445, 1.7918, 0.5944], [-1.8082, 2.4025, -0.8320], [-2.6670, 1.0877, -1.8453], [0.1520, 2.1531, -2.6327], [-1.0562, 1.4413, -3.7620], [-1.3086, 3.7594, -4.3392], [-2.3716, 3.8704, -2.8122], [-0.8339, 5.8445, -4.2765], [0.9530, 5.6074, -3.8696], [-0.1515, 6.5719, -2.7681], [-2.3336, -0.3985, -3.2374], [-2.2075, -2.6930, -4.2945], [-0.6754, -4.3709, -3.4026], [0.9031, -4.0556, -1.5561]], "nbo_charge": [-0.627, -0.397, -0.432, -0.082, -0.530, 0.395, -0.039, -0.450, -0.431, -0.078, -0.555, -0.261, -0.199, 0.124, -0.461, -0.425, -0.065, -0.559, -0.264, -0.025, -0.198, 0.002, -0.467, 0.137, -0.132, 0.226, 0.208, 0.218, 0.212, 0.189, 0.195, 0.222, 0.192, 0.209, 0.224, 0.244, 0.229, 0.231, 0.192, 0.169, 0.182, 0.165, 0.206, 0.261, 0.238, 0.213, 0.231, 0.204, 0.180, 0.177, 0.182, 0.189, 0.195, 0.266, 0.255, 0.450, 0.261], "smiles": "CCCCOc1c(CCCOC)cc(CCCOC)c2cc[nH+]cc12", "charge": 1, "e_homo_ev": -11.521, "orbital_gap_ev": 7.1602}



Ordered max |F| results: 0.0202; 0.0158; 0.1458; 0.0792; unit hartree/bohr.